180
Properties=species:S:1:pos:R:3:forces:R:3:mulliken_charge:R:1 method="wB97M-V/def2-TZVPD" homo_energy_ev=-9.62 lumo_ev=-0.22 orbital_gap_ha=0.3454
S 7.008 -11.564 17.140 -0.817 1.594 -0.586 -0.16
S 8.067 -13.879 11.647 -0.747 -1.365 1.040 1.14
S 6.560 -11.666 22.691 -1.379 0.714 -0.840 1.21
S 11.832 -6.399 17.132 1.818 -1.987 -2.382 1.21
S 6.980 -5.745 14.056 -1.156 -0.784 -1.034 1.04
S 0.554 -10.395 17.586 -0.346 -0.967 -0.303 1.11
S 5.561 -3.328 20.630 -0.187 0.290 0.381 1.10
S 1.733 -14.536 18.483 -0.604 -0.600 1.797 1.11
O 6.439 -11.520 18.501 1.230 -0.611 -2.182 0.20
O 6.273 -12.121 24.234 1.119 -0.586 -1.287 -0.29
O 3.769 -17.339 14.430 -0.438 -0.425 0.353 -0.54
O 2.005 -10.142 17.489 -2.351 -0.437 0.129 -0.18
O 6.123 -10.269 22.572 0.786 -2.190 0.093 -0.63
O 9.644 -13.699 21.083 -0.460 -0.207 -0.697 -0.57
O 2.070 -15.951 18.611 -0.419 2.119 0.130 -0.65
O 0.227 -14.235 19.153 1.439 0.014 -2.329 -0.25
O 1.753 -13.944 17.172 -0.377 -0.034 0.993 -0.45
O 7.903 -12.044 22.274 -1.896 0.743 1.487 -0.73
O 5.668 -4.264 21.770 0.085 1.696 -2.662 -0.60
O 3.530 -8.326 19.048 0.085 -0.082 0.464 -0.67
O 8.254 -12.264 16.792 -2.314 1.269 1.007 -0.41
O 12.633 -5.950 18.249 -1.293 -0.335 -1.171 -0.62
O 4.177 -9.216 14.138 -0.774 -0.557 -0.265 0.95
O 5.489 -5.207 14.703 3.470 -2.970 -0.434 -0.26
O 2.978 -13.392 11.548 0.533 -0.774 -0.143 -0.39
O 9.354 -13.941 12.329 -1.429 0.345 -1.218 -0.59
O 6.518 -9.458 12.709 0.672 1.525 2.536 0.68
O 11.954 -8.051 17.151 0.229 1.100 1.245 -0.43
O 0.021 -11.329 18.591 1.155 2.458 -1.819 -0.62
O 9.088 -9.587 13.675 -2.102 0.789 2.500 -0.28
O 12.185 -6.025 15.742 -1.070 -0.085 2.796 -0.66
O 8.773 -14.609 15.457 0.134 -1.576 -0.805 -0.41
O 7.876 -13.093 10.431 0.166 -1.276 1.755 -0.65
O -0.233 -8.978 17.691 -0.490 -2.086 1.447 -0.43
O 8.832 -9.510 19.158 -1.406 1.228 -1.648 -0.03
O 4.435 -2.386 20.611 1.832 -2.008 -0.595 -0.60
O 7.584 -15.474 11.298 0.119 3.368 0.016 -0.34
O 5.859 -12.147 16.115 1.798 0.017 0.959 -0.21
O 5.684 -4.148 19.146 -1.229 1.255 1.938 -0.27
O 2.498 -10.751 12.433 -0.647 -1.800 -0.106 -0.44
O 7.302 -7.025 14.698 -0.566 2.161 -0.329 -0.15
O 7.973 -4.677 13.983 -1.694 -1.523 0.280 -0.66
C 1.845 -9.728 11.745 1.527 1.259 -0.307 -0.77
C 4.922 -12.385 26.306 0.924 0.607 -1.778 -1.22
C 9.051 -14.147 19.868 0.541 -0.504 -0.112 -0.43
C 8.762 -17.437 11.273 0.309 -0.905 -0.083 -1.42
C 11.381 -8.851 16.120 -0.615 0.442 -0.667 0.58
C -0.058 -10.968 15.951 0.788 -0.762 0.562 -0.58
C 4.938 -4.039 14.179 -0.507 0.728 0.331 -0.44
C 4.473 -9.159 19.751 -0.035 1.340 -0.458 -0.12
C 10.079 -6.291 17.449 0.348 0.428 -0.166 -0.48
C 9.715 -9.989 12.550 2.444 -0.926 -1.359 -0.74
C 5.364 -12.774 21.774 0.795 0.877 1.356 -0.67
C 3.683 -12.339 15.180 -0.686 -0.020 0.275 -0.68
C 4.511 -11.654 16.237 -0.339 0.190 0.007 2.00
C 7.049 -9.782 16.476 0.510 -1.315 -0.217 0.47
C 0.295 -7.891 17.010 -0.134 1.866 -1.521 0.58
C 2.759 -13.486 19.622 -0.070 -0.008 -1.308 -0.97
C 3.739 -13.384 10.343 -0.088 0.203 0.504 -0.55
C 3.710 -16.354 13.436 0.133 0.982 -0.269 -0.22
C 7.095 -2.352 20.357 -0.043 -0.234 1.211 -0.93
C 6.432 -5.359 19.172 -0.109 -1.007 -1.263 -0.44
C 6.756 -13.455 12.921 0.335 -0.123 -1.099 0.24
C -0.125 -14.700 20.449 1.412 -0.431 0.222 -0.28
C 9.667 -10.287 19.927 0.916 -0.968 0.849 -0.76
C 6.275 -10.096 11.559 -0.541 -1.514 -2.769 -0.63
C -0.769 -6.824 16.601 1.057 0.132 1.090 -1.46
C 6.317 -6.189 12.341 0.530 1.157 1.117 -1.24
C -0.364 -16.210 20.500 -0.919 0.413 0.546 -1.09
C 8.045 -16.486 12.187 0.205 -0.655 -0.102 0.19
C 3.665 -8.110 14.854 0.602 -0.402 0.567 1.01
C 8.170 -15.598 16.298 0.150 0.894 0.437 -0.50
C 5.485 -2.892 14.980 0.062 0.705 -0.218 -1.08
C 6.329 -5.974 17.777 -0.494 0.254 -0.818 -0.17
C 11.522 -10.333 16.410 0.544 0.684 -0.158 -1.03
C 5.054 -11.734 24.854 -1.596 0.880 1.446 -0.23
H 4.984 -1.981 14.652 -0.004 0.189 0.415 0.43
H 5.301 -6.577 12.423 0.277 -0.285 0.318 0.24
H 7.909 -2.889 20.844 0.053 -0.427 -0.491 0.34
H 9.337 -10.342 20.964 0.333 0.190 0.096 0.25
H -1.129 -11.166 15.903 0.043 0.452 0.508 0.46
H 3.989 -12.175 14.147 0.452 -0.104 0.180 -0.28
H 9.858 -14.687 19.372 -0.140 0.099 -0.342 0.22
H 8.677 -15.568 17.263 -0.479 0.159 0.432 0.09
H 8.067 -17.888 10.565 -0.129 0.425 -0.258 0.31
H 4.898 -13.469 26.195 -0.032 0.043 0.087 0.31
H 0.620 -8.212 16.021 0.652 -0.277 0.079 -0.12
H 9.705 -11.079 12.542 -0.397 -0.037 -0.423 0.16
H 7.071 -10.775 11.252 0.045 -0.407 0.248 0.19
H 11.802 -8.470 15.189 0.223 -0.533 -0.228 0.55
H 5.941 -6.088 19.816 0.550 0.286 0.662 0.44
H 4.969 -10.647 24.828 0.662 0.226 0.743 0.35
H 5.760 -13.787 21.851 0.139 0.156 -0.364 0.50
H 9.269 -8.673 13.907 0.120 0.175 -0.078 0.03
H 2.669 -7.808 14.529 0.181 0.416 -0.567 0.03
H 8.629 -13.399 19.197 0.463 0.606 0.117 0.05
H 2.638 -9.205 11.211 0.026 0.702 -0.173 0.26
H 5.238 -12.369 20.770 0.253 -0.166 0.081 -0.11
H 5.790 -13.501 12.419 0.095 0.288 -0.270 0.06
H 4.441 -12.734 22.352 -0.046 0.149 -0.217 0.39
H 10.865 -10.591 17.242 0.230 -0.159 0.026 -0.02
H 9.939 -5.323 17.930 -0.283 -0.169 0.073 0.51
H 4.473 -7.380 14.815 -0.784 0.713 0.286 -0.65
H 9.535 -6.351 16.507 0.140 0.134 -0.006 0.12
H 9.010 -13.130 21.527 0.025 0.015 0.137 0.52
H 0.421 -11.946 15.894 0.098 -0.146 -0.072 0.09
H 8.705 -13.749 15.877 -0.177 -0.011 0.299 0.36
H 3.224 -12.751 9.621 0.109 -0.315 -0.483 0.29
H -0.964 -14.083 20.770 -0.403 -0.391 -0.421 0.36
H -0.706 -16.410 21.516 -0.127 -0.206 0.089 0.39
H 4.153 -11.916 24.269 0.121 -1.094 -0.356 0.28
H 3.006 -15.572 13.722 0.008 -0.134 0.407 0.18
H 5.052 -3.932 13.100 0.280 0.002 -0.053 0.37
H -0.213 -6.121 15.980 -0.159 -0.414 -0.917 0.39
H 12.569 -10.557 16.614 -0.116 -0.265 0.150 0.44
H 5.359 -10.674 11.687 -0.202 0.013 -0.570 -0.07
H 4.945 -8.921 13.642 0.541 -0.316 -0.205 -0.51
H 0.282 -10.402 15.084 0.081 0.357 0.386 0.12
H 2.879 -12.487 11.855 -0.149 0.463 0.088 0.38
H 7.970 -9.267 16.751 -0.253 -0.200 0.789 0.00
H 1.115 -7.468 17.590 0.048 0.105 -0.168 0.17
H 6.248 -9.394 10.726 -0.681 0.117 -0.385 0.32
H 1.196 -10.019 10.918 -0.452 -0.619 0.745 0.29
H 7.264 -2.145 19.300 -0.217 -0.248 0.195 0.26
H 3.902 -14.412 10.017 -0.520 0.044 -0.188 0.29
H 11.201 -10.873 15.520 -0.026 -0.095 0.064 0.28
H 9.672 -11.318 19.574 -0.132 -0.068 -0.191 0.14
H 3.882 -4.245 14.356 -0.233 0.597 -0.029 0.33
H 4.187 -10.199 19.910 -0.291 0.015 -0.186 0.08
H 4.418 -18.014 14.216 0.008 0.101 -0.192 0.30
H 6.674 -14.156 13.751 0.812 -0.131 -0.143 0.21
H 7.476 -5.111 19.369 0.018 -0.329 0.555 0.23
H 7.471 -9.461 12.824 0.308 0.309 1.008 -0.32
H -1.041 -6.091 17.360 -0.478 -0.723 0.674 0.38
H 8.230 -8.961 19.666 0.131 -0.266 0.284 0.12
H 9.545 -16.901 10.736 0.042 -0.205 0.012 0.30
H 2.680 -11.917 15.244 -0.094 0.082 0.064 -0.44
H 10.775 -9.757 12.648 0.290 0.166 -0.499 0.33
H 4.679 -15.865 13.336 0.159 0.117 -0.251 -0.06
H 7.121 -9.819 15.389 -0.319 -0.511 -0.060 -0.33
H 3.303 -8.688 18.188 0.018 -0.472 0.102 0.06
H 3.501 -8.413 15.889 0.202 -0.027 0.251 -0.33
H 4.479 -10.573 16.101 0.220 -0.011 -0.127 -0.61
H 7.180 -16.988 12.620 -0.164 0.235 0.192 0.11
H 4.602 -8.653 20.707 0.039 -0.301 0.072 0.43
H 4.045 -12.048 26.859 -0.046 0.118 -0.383 0.38
H 2.445 -12.448 19.512 -0.636 -0.124 0.086 0.31
H 0.664 -14.336 21.107 0.254 -0.488 0.418 0.18
H 6.501 -5.260 16.971 0.294 0.260 0.248 0.19
H 1.438 -9.035 12.481 -0.697 0.121 -0.390 0.19
H 5.324 -6.340 17.567 -0.227 0.021 0.341 0.21
H 7.012 -6.878 11.862 -0.101 0.125 0.189 0.30
H 6.557 -2.754 14.838 -0.024 -0.102 -0.404 0.30
H 6.972 -6.826 17.558 0.334 0.039 0.540 -0.18
H 4.752 -13.001 10.465 0.156 0.337 0.216 0.13
H 6.980 -12.455 13.295 0.009 -0.041 -0.060 -0.38
H 8.675 -16.069 12.974 0.009 -0.017 -0.027 0.30
H 10.304 -8.700 16.044 -0.304 0.486 0.179 -0.44
H 9.162 -18.323 11.767 0.339 0.233 0.393 0.40
H 2.776 -13.794 20.667 -0.116 -0.284 -0.345 0.54
H 3.549 -13.396 15.410 0.260 -0.036 -0.234 0.35
H 8.224 -14.851 19.954 -0.106 -0.343 0.695 0.36
H 7.098 -15.406 16.342 -0.144 -0.005 0.527 0.23
H 6.249 -5.229 11.829 0.270 -0.164 -0.218 0.58
H 3.751 -13.460 19.169 0.182 -0.575 0.154 0.18
H 9.830 -7.155 18.066 0.003 0.236 0.261 0.02
H 3.058 -10.374 13.115 0.349 0.478 0.304 0.14
H -1.636 -7.297 16.140 0.150 0.305 -0.146 0.33
H 7.084 -1.428 20.934 -0.646 0.072 -0.142 0.40
H 10.682 -9.911 19.799 0.204 -0.019 0.517 0.32
H 3.353 -16.651 12.450 0.151 -0.583 -0.073 0.35
H 5.810 -12.106 26.874 -0.035 -0.086 0.044 0.31
H 6.120 -9.284 16.754 0.266 -0.051 0.299 -0.15
H 0.433 -16.922 20.285 0.326 0.699 -0.113 0.29
H 8.265 -16.649 16.025 0.453 0.250 -1.041 0.31
H -1.194 -16.438 19.831 -0.029 -0.064 -0.019 0.29
H 4.127 -11.857 17.237 0.039 -0.187 -0.008 -0.01
H 9.327 -9.539 11.636 -0.085 -0.149 -0.253 0.34
H 5.419 -9.107 19.213 0.235 -0.376 0.115 -0.05
H 5.392 -3.084 16.049 -0.527 0.141 -0.028 0.20